Record 1
{"formula": "C36H86AsF6N10O8", "method": "ωB97M-V/def2-TZVPD", "homo_energy_ev": -6.47, "homo_lumo_gap_ev": 8.432, "charge": -1, "multiplicity": 1, "relative_energy_kcal_mol": 56.80, "energy_ha": -5408.0113, "elements": ["As", "F", "F", "F", "F", "F", "F", "C", "C", "N", "C", "C", "C", "C", "H", "H", "H", "H", "H", "H", "H", "H", "H", "H", "H", "H", "H", "H", "H", "C", "C", "N", "C", "C", "C", "C", "H", "H", "H", "H", "H", "H", "H", "H", "H", "H", "H", "H", "H", "H", "H", "C", "C", "O", "N", "C", "H", "H", "H", "H", "H", "H", "H", "C", "C", "O", "N", "C", "H", "H", "H", "H", "H", "H", "H", "C", "C", "O", "N", "C", "H", "H", "H", "H", "H", "H", "H", "C", "C", "O", "N", "C", "H", "H", "H", "H", "H", "H", "H", "C", "C", "O", "N", "C", "H", "H", "H", "H", "H", "H", "H", "C", "C", "O", "N", "C", "H", "H", "H", "H", "H", "H", "H", "C", "C", "O", "N", "C", "H", "H", "H", "H", "H", "H", "H", "C", "C", "O", "N", "C", "H", "H", "H", "H", "H", "H", "H"], "xyz": [[0.478, -0.205, -0.106], [-0.273, -1.509, -1.035], [1.241, 0.386, -1.609], [1.248, 1.155, 0.700], [-0.055, -0.857, 1.422], [1.905, -1.154, 0.228], [-0.875, 0.813, -0.477], [-0.919, -4.288, -0.210], [-1.852, -5.485, -0.132], [-1.798, -6.416, -1.243], [-3.047, -7.101, -1.531], [-4.206, -6.211, -1.967], [-0.701, -7.368, -1.049], [-0.478, -8.298, -2.214], [0.123, -4.582, -0.055], [-1.106, -3.591, 0.604], [-0.940, -3.908, -1.228], [-1.613, -6.079, 0.772], [-2.858, -5.151, 0.134], [-2.942, -7.893, -2.266], [-3.329, -7.567, -0.565], [-5.143, -6.764, -2.004], [-4.395, -5.328, -1.351], [-3.991, -5.751, -2.935], [-0.935, -7.900, -0.113], [0.250, -6.843, -0.945], [-1.035, -9.235, -2.147], [0.578, -8.581, -2.264], [-0.629, -7.867, -3.205], [3.994, 8.000, 3.804], [4.124, 6.780, 2.859], [3.488, 5.542, 3.246], [4.209, 4.754, 4.263], [4.168, 5.429, 5.637], [3.078, 4.706, 2.124], [1.693, 4.125, 2.402], [2.937, 8.210, 3.952], [4.435, 8.840, 3.265], [4.523, 7.840, 4.738], [3.584, 7.227, 2.011], [5.101, 6.687, 2.355], [3.632, 3.830, 4.275], [5.235, 4.572, 3.920], [3.211, 5.905, 5.838], [4.323, 4.720, 6.462], [4.990, 6.105, 5.880], [3.781, 3.916, 1.830], [2.979, 5.330, 1.235], [1.362, 3.585, 1.506], [0.948, 4.894, 2.593], [1.724, 3.294, 3.106], [4.541, -2.345, -2.243], [4.662, -3.856, -2.139], [4.434, -4.615, -3.070], [5.112, -4.321, -0.945], [5.022, -3.580, 0.318], [5.520, -1.866, -2.296], [3.995, -1.872, -1.425], [3.957, -2.047, -3.113], [5.137, -5.325, -0.865], [5.734, -2.760, 0.248], [5.057, -4.232, 1.187], [4.039, -3.116, 0.473], [1.145, -4.142, 2.704], [2.566, -4.296, 3.242], [2.895, -5.420, 3.619], [3.336, -3.231, 3.477], [3.194, -1.831, 3.110], [0.497, -3.615, 3.403], [0.806, -5.150, 2.499], [1.227, -3.546, 1.790], [4.201, -3.425, 3.960], [2.280, -1.736, 2.532], [4.081, -1.503, 2.561], [3.229, -1.185, 3.991], [-7.056, 1.421, 1.487], [-5.533, 1.425, 1.360], [-4.922, 0.852, 2.265], [-4.949, 1.970, 0.299], [-3.526, 2.029, 0.036], [-7.324, 0.941, 2.420], [-7.348, 0.669, 0.736], [-7.592, 2.338, 1.256], [-5.527, 2.327, -0.443], [-3.017, 2.988, 0.123], [-3.388, 1.665, -0.990], [-2.870, 1.333, 0.560], [-0.924, 6.678, -4.800], [-1.410, 5.723, -3.764], [-2.260, 6.046, -2.935], [-0.861, 4.491, -3.732], [-1.261, 3.311, -2.980], [-0.303, 6.220, -5.570], [-0.485, 7.554, -4.329], [-1.802, 7.041, -5.339], [-0.032, 4.337, -4.288], [-1.711, 2.588, -3.651], [-1.912, 3.710, -2.196], [-0.458, 2.909, -2.363], [0.178, 1.230, 4.215], [-0.885, 0.651, 5.142], [-0.737, 0.795, 6.361], [-1.911, -0.054, 4.664], [-2.216, -0.610, 3.376], [-0.321, 1.509, 3.286], [0.948, 0.476, 4.054], [0.659, 2.072, 4.700], [-2.493, -0.382, 5.422], [-2.230, 0.075, 2.524], [-3.248, -0.956, 3.301], [-1.573, -1.437, 3.073], [4.014, 1.200, -1.184], [3.663, 2.661, -1.120], [4.566, 3.493, -1.063], [2.359, 2.999, -1.155], [1.881, 4.364, -1.243], [3.522, 0.626, -0.386], [5.051, 0.981, -0.944], [3.568, 0.676, -2.028], [1.618, 2.323, -1.264], [1.045, 4.492, -0.555], [1.505, 4.560, -2.252], [2.696, 5.051, -1.033], [-3.565, -2.488, -1.363], [-4.972, -2.227, -1.875], [-5.476, -2.977, -2.689], [-5.608, -1.155, -1.322], [-6.814, -0.585, -1.901], [-2.989, -1.623, -1.036], [-2.995, -3.102, -2.048], [-3.811, -3.029, -0.440], [-5.033, -0.529, -0.786], [-7.744, -1.143, -1.974], [-6.576, -0.330, -2.942], [-7.003, 0.356, -1.389], [-2.464, -0.549, -3.749], [-1.457, -0.050, -4.743], [-1.717, 0.086, -5.940], [-0.286, 0.335, -4.208], [0.970, 0.405, -4.961], [-3.044, 0.208, -3.224], [-1.830, -1.239, -3.185], [-3.210, -1.172, -4.244], [-0.231, 0.385, -3.203], [0.837, 1.018, -5.850], [1.293, -0.603, -5.207], [1.643, 0.951, -4.302]], "mulliken_charge": [1.966, -0.465, -0.399, -0.429, -0.337, -0.550, -0.242, -0.725, -1.102, 0.130, -0.417, -1.191, -0.339, -1.524, 0.397, -0.023, 0.380, 0.373, 0.607, 0.372, 0.343, 0.451, 0.116, 0.300, 0.410, 0.287, 0.350, 0.426, 0.373, -1.248, -0.605, 0.509, -0.312, -1.417, -0.579, -0.199, 0.256, 0.434, 0.263, 0.275, 0.430, 0.340, 0.330, 0.359, 0.405, 0.306, 0.267, 0.145, -0.276, 0.355, -0.052, -0.518, 0.417, -0.668, -0.141, -0.649, 0.382, -0.127, 0.358, 0.273, 0.302, 0.417, -0.019, -0.224, 0.350, -0.727, -0.109, -0.436, 0.299, 0.313, -0.213, 0.242, -0.134, 0.250, 0.389, -1.085, 0.737, -0.589, -0.066, -0.447, 0.347, 0.224, 0.328, 0.293, 0.413, 0.032, -0.157, -1.125, 0.743, -0.672, -0.063, -0.544, 0.301, 0.284, 0.329, 0.301, 0.247, 0.373, -0.209, -0.261, 0.179, -0.735, -0.073, -0.222, 0.158, 0.028, 0.390, 0.244, -0.235, 0.379, 0.105, -0.520, 0.737, -0.722, 0.405, -1.328, -0.105, 0.464, 0.132, -0.402, 0.331, 0.326, 0.436, -0.558, 0.385, -0.675, 0.094, -1.002, -0.036, 0.302, 0.427, 0.064, 0.270, 0.320, 0.320, -0.466, 0.404, -0.736, 0.263, -1.057, 0.102, 0.070, 0.456, -0.113, 0.323, 0.325, 0.258]}

***

Record 2
{"formula": "C2H9N2S2", "method": "ωB97M-V/def2-TZVPD", "homo_energy_ev": [-8.62, -13.33], "homo_lumo_gap_ev": [5.007, 6.937], "charge": 1, "multiplicity": 3, "relative_energy_kcal_mol": 50.75, "energy_ha": -986.9970, "elements": ["C", "C", "N", "N", "S", "S", "H", "H", "H", "H", "H", "H", "H", "H", "H"], "xyz": [[-0.223, -0.796, -0.660], [1.049, -0.792, 0.069], [-1.429, 0.076, 0.127], [1.667, 0.584, -0.029], [-1.308, 1.754, -0.300], [-2.980, -0.574, -0.004], [0.057, -0.469, -1.748], [-0.746, -1.795, -0.571], [1.612, -1.682, -0.220], [0.983, -0.860, 1.188], [2.489, 0.631, 0.560], [0.955, 1.351, 0.337], [2.002, 0.861, -1.014], [-0.973, 2.060, 0.949], [-3.156, -0.349, 1.316]], "nbo_charge": [-0.305, -0.260, -0.847, -0.716, 0.091, 0.488, 0.228, 0.252, 0.263, 0.232, 0.438, 0.467, 0.450, 0.112, 0.106]}

***

Record 3
{"formula": "C19H24N4O3", "method": "ωB97M-V/def2-TZVPD", "homo_energy_ev": -8.71, "homo_lumo_gap_ev": 9.333, "multiplicity": 1, "relative_energy_kcal_mol": 50.55, "energy_ha": -1183.1820, "elements": ["C", "H", "O", "C", "C", "C", "C", "C", "C", "C", "N", "C", "O", "C", "C", "H", "H", "C", "C", "O", "N", "H", "C", "C", "C", "N", "N", "C", "H", "C", "H", "H", "H", "H", "H", "H", "H", "C", "H", "H", "H", "H", "H", "H", "H", "H", "H", "H", "H", "H"], "xyz": [[-1.963, -1.657, 2.420], [-1.944, -1.044, 3.320], [-0.677, -1.531, 1.852], [-0.368, -2.301, 0.765], [-1.299, -3.054, 0.059], [-0.908, -3.787, -1.049], [0.411, -3.781, -1.464], [1.342, -3.040, -0.757], [0.975, -2.302, 0.356], [2.005, -1.476, 1.081], [2.321, -0.280, 0.323], [3.574, -0.027, -0.117], [4.520, -0.755, 0.110], [3.659, 1.243, -0.941], [2.998, 2.444, -0.253], [3.685, 2.860, 0.484], [2.798, 3.214, -1.002], [1.677, 2.070, 0.429], [0.514, 2.962, -0.003], [0.492, 3.567, -1.052], [-0.517, 2.955, 0.876], [-0.452, 2.348, 1.679], [-1.870, 3.287, 0.454], [-2.559, 2.033, 0.024], [-2.355, 1.334, -1.152], [-3.073, 0.201, -1.069], [-3.723, 0.114, 0.086], [-3.423, 1.210, 0.761], [-3.837, 1.376, 1.736], [-3.167, -0.849, -2.043], [-3.357, -0.430, -3.032], [-3.991, -1.498, -1.757], [-2.244, -1.433, -2.071], [-1.763, 1.579, -2.011], [-1.778, 3.987, -0.379], [-2.400, 3.762, 1.282], [1.785, 2.102, 1.517], [1.261, 0.644, 0.023], [1.026, 0.633, -1.049], [0.369, 0.332, 0.569], [3.161, 1.045, -1.894], [4.708, 1.452, -1.147], [1.634, -1.199, 2.072], [2.942, -2.029, 1.181], [2.377, -3.029, -1.064], [0.714, -4.354, -2.327], [-1.645, -4.365, -1.586], [-2.334, -3.067, 0.362], [-2.742, -1.287, 1.746], [-2.174, -2.694, 2.696]], "nbo_charge": [-0.266, 0.194, -0.529, 0.376, -0.328, -0.198, -0.241, -0.174, -0.108, -0.239, -0.445, 0.685, -0.635, -0.498, -0.404, 0.212, 0.245, -0.307, 0.690, -0.630, -0.606, 0.389, -0.247, -0.149, -0.048, -0.149, -0.279, -0.070, 0.208, -0.411, 0.210, 0.232, 0.219, 0.229, 0.244, 0.209, 0.213, -0.209, 0.199, 0.227, 0.222, 0.241, 0.211, 0.254, 0.223, 0.216, 0.214, 0.226, 0.204, 0.177]}

***

Record 4
{"formula": "C50H64IN2O3P", "method": "ωB97M-V/def2-TZVPD", "homo_energy_ev": -8.16, "homo_lumo_gap_ev": 6.806, "multiplicity": 1, "energy_ha": -2917.1934, "elements": ["C", "C", "N", "C", "O", "C", "C", "C", "C", "C", "C", "C", "C", "C", "C", "C", "C", "C", "I", "C", "C", "C", "O", "C", "N", "C", "P", "C", "C", "C", "C", "C", "O", "H", "H", "H", "H", "H", "H", "H", "H", "H", "H", "H", "H", "H", "H", "H", "H", "H", "H", "H", "H", "H", "H", "H", "H", "H", "H", "H", "H", "H", "H", "H", "H", "H", "H", "H", "H", "H", "H", "H", "H", "C", "C", "C", "C", "C", "C", "H", "H", "H", "H", "H", "H", "C", "C", "C", "C", "C", "C", "H", "H", "H", "H", "H", "H", "C", "C", "C", "C", "C", "C", "H", "H", "H", "H", "H", "H", "C", "C", "C", "C", "C", "C", "H", "H", "H", "H", "H", "H"], "xyz": [[-0.369, -0.254, -1.070], [1.009, -1.139, -1.135], [2.132, -0.642, -0.251], [3.033, 0.416, -0.855], [4.005, 0.101, -1.714], [2.559, 1.833, -0.178], [2.760, 3.399, -0.623], [3.612, 3.783, -1.969], [2.809, 3.578, -3.384], [3.834, 3.399, -4.680], [4.258, 1.817, -4.731], [5.083, 4.459, -4.692], [6.575, 3.781, -4.680], [7.113, 3.348, -3.173], [7.373, 1.950, -2.722], [7.171, 1.530, -1.116], [7.830, 0.700, -3.713], [2.059, 4.535, 0.385], [2.217, 6.672, -0.120], [1.250, 4.039, 1.761], [0.541, 5.132, 2.786], [-1.059, 5.367, 2.509], [-1.689, 4.184, 1.866], [-1.908, 5.804, 3.881], [-1.660, 4.883, 5.055], [1.111, 2.429, 2.184], [0.221, 1.841, 3.807], [1.668, 1.109, 4.877], [-1.109, 0.521, 3.437], [-1.562, -0.129, 4.899], [1.765, 1.323, 1.166], [1.811, -0.319, 1.193], [1.654, -1.204, 2.188], [-1.243, -0.812, -1.661], [-0.772, -0.132, 0.035], [-0.252, 0.792, -1.631], [1.409, -1.062, -2.256], [0.723, -2.263, -0.960], [4.580, 3.128, -2.022], [3.969, 4.918, -1.940], [2.243, 2.531, -3.294], [1.974, 4.392, -3.585], [3.172, 3.609, -5.651], [4.797, 1.568, -3.723], [4.931, 1.568, -5.664], [3.289, 1.126, -4.791], [4.998, 5.065, -5.717], [5.044, 5.277, -3.844], [6.717, 2.903, -5.472], [7.328, 4.634, -5.043], [7.346, 4.203, -2.375], [7.217, 0.344, -1.009], [6.104, 1.859, -0.760], [8.050, 1.938, -0.437], [7.499, -0.302, -3.169], [9.008, 0.617, -3.828], [7.258, 0.719, -4.736], [0.712, 4.716, 3.872], [1.064, 6.190, 2.718], [-1.136, 6.321, 1.798], [-2.325, 3.810, 2.569], [-3.073, 5.768, 3.641], [-1.591, 6.896, 4.239], [-1.603, 3.881, 4.760], [-0.834, 5.183, 5.621], [2.711, 1.226, 4.318], [1.468, 0.011, 5.233], [1.733, 1.767, 5.871], [-0.787, -0.284, 2.651], [-2.044, 1.107, 2.981], [-1.259, -1.263, 4.976], [-2.740, -0.062, 5.046], [-1.088, 0.460, 5.808], [-5.140, -4.121, -3.804], [-3.931, -4.116, -3.109], [-3.094, -3.001, -3.171], [-3.472, -1.887, -3.921], [-4.683, -1.891, -4.613], [-5.515, -3.008, -4.559], [-5.790, -4.990, -3.759], [-3.640, -4.981, -2.519], [-2.149, -3.000, -2.634], [-2.823, -1.017, -3.965], [-4.977, -1.021, -5.196], [-6.455, -3.013, -5.103], [1.107, -7.537, -0.520], [2.321, -6.914, -0.232], [2.336, -5.634, 0.320], [1.135, -4.979, 0.594], [-0.080, -5.603, 0.309], [-0.094, -6.880, -0.252], [1.096, -8.533, -0.954], [3.257, -7.428, -0.440], [3.282, -5.147, 0.538], [1.146, -3.983, 1.029], [-1.016, -5.093, 0.524], [-1.040, -7.363, -0.478], [-2.330, -3.691, 6.601], [-1.130, -4.241, 6.149], [-0.612, -5.383, 6.758], [-1.299, -5.982, 7.814], [-2.501, -5.435, 8.264], [-3.014, -4.288, 7.660], [-2.731, -2.799, 6.128], [-0.598, -3.777, 5.322], [0.326, -5.807, 6.411], [-0.898, -6.875, 8.286], [-3.037, -5.904, 9.085], [-3.947, -3.859, 8.014], [-9.239, -1.396, -3.418], [-8.025, -0.774, -3.130], [-8.010, 0.506, -2.578], [-9.211, 1.161, -2.304], [-10.426, 0.537, -2.588], [-10.440, -0.739, -3.149], [-9.250, -2.393, -3.852], [-7.089, -1.287, -3.337], [-7.064, 0.994, -2.360], [-9.200, 2.157, -1.869], [-11.362, 1.047, -2.373], [-11.387, -1.223, -3.376]], "mulliken_charge": [-0.233, -0.297, 0.322, -0.152, -0.556, 0.129, 0.616, 0.628, -0.451, 0.169, -0.810, -0.597, -0.602, -0.232, 0.414, -0.804, -0.964, -1.416, 0.019, 0.288, -0.924, 0.515, -0.537, -0.860, -0.507, -0.148, 0.321, -1.108, -0.025, -0.670, 0.806, -0.255, -0.574, -0.001, 0.048, 0.211, 0.293, 0.098, -0.725, 0.299, 0.035, 0.302, 0.407, -0.037, 0.308, 0.333, 0.310, 0.199, 0.202, 0.388, 0.253, 0.273, 0.038, 0.302, 0.277, 0.284, 0.222, 0.216, 0.424, 0.199, 0.341, 0.280, 0.362, 0.231, 0.299, 0.317, 0.307, 0.354, 0.090, 0.190, -0.025, 0.325, 0.240, -0.278, -0.546, -0.283, -0.466, -0.411, -0.380, 0.359, 0.398, 0.421, 0.373, 0.371, 0.466, -0.419, -0.339, -0.533, -0.286, -0.595, -0.322, 0.351, 0.352, 0.371, 0.651, 0.400, 0.365, -0.077, -0.399, -0.477, -0.364, -0.333, -0.453, 0.332, 0.389, 0.355, 0.347, 0.349, 0.349, -0.404, 0.029, -0.543, -0.324, -0.429, -0.371, 0.348, 0.256, 0.366, 0.356, 0.344, 0.355]}